{"formula": "BrHg4O24P6Pb3", "method": "ωB97M-V/def2-TZVPD", "charge": -5, "energy_ev": -207333.031, "max_force_ev_per_a": 5.43, "elements": ["Hg", "Hg", "Hg", "Hg", "Pb", "Pb", "Pb", "Br", "P", "O", "O", "O", "O", "P", "O", "O", "O", "O", "P", "O", "O", "O", "O", "P", "O", "O", "O", "O", "P", "O", "O", "O", "O", "P", "O", "O", "O", "O"], "xyz": [[2.732, -0.317, 1.919], [2.043, -4.876, -2.006], [-1.217, 1.597, 2.369], [2.925, 0.476, -2.821], [-1.688, -1.266, -3.911], [-2.560, -3.626, 1.404], [-1.588, 3.422, -1.915], [5.556, -2.591, -2.891], [-4.328, 0.480, -1.088], [-3.468, 1.387, -0.103], [-4.018, -1.149, -1.101], [-3.992, 1.137, -2.432], [-5.881, 0.671, -0.864], [-2.963, -1.087, 4.911], [-3.208, -0.342, 3.550], [-4.363, -1.233, 5.313], [-2.301, -0.246, 5.864], [-2.245, -2.459, 4.520], [2.306, 3.376, -0.338], [2.386, 3.333, -1.915], [0.813, 3.132, 0.252], [3.324, 4.681, 0.029], [3.186, 2.199, -0.066], [0.381, -1.460, -0.844], [0.029, -1.090, 0.577], [1.868, -1.879, -0.691], [0.103, -0.119, -1.517], [-0.265, -2.778, -1.247], [1.875, 3.153, 4.869], [1.893, 4.389, 3.862], [0.901, 3.312, 5.935], [3.246, 3.084, 5.561], [1.472, 1.868, 4.009], [1.490, -2.969, -5.775], [1.379, -1.399, -5.309], [0.094, -3.500, -5.850], [2.226, -4.100, -4.966], [1.856, -3.214, -7.293]], "atomic_forces_ev_per_a": [[-0.071, -0.009, -0.081], [0.039, 0.646, -0.224], [-0.244, -1.139, 0.141], [-0.363, 0.059, 0.284], [2.160, 0.075, 2.829], [1.390, 3.333, 0.311], [-0.130, -2.987, 2.268], [0.143, -0.022, -0.099], [-2.244, -1.846, 1.463], [0.446, -0.066, -0.198], [0.475, 2.741, -0.126], [1.552, 0.534, -2.809], [2.376, -0.266, -0.038], [2.459, -3.381, -3.462], [-0.049, 1.249, -1.118], [-4.283, -0.961, 0.291], [2.907, 2.233, 2.949], [-0.792, 0.459, -0.376], [0.811, 2.043, 1.347], [-0.634, 0.078, -0.006], [1.922, 1.853, -2.175], [-4.036, -2.778, -1.069], [0.551, -1.337, 0.686], [2.097, -0.717, 1.617], [-1.838, -0.572, 3.684], [0.516, 0.537, -1.037], [-1.025, 0.261, -3.886], [-2.347, -0.641, -2.109], [2.315, -0.344, -4.319], [-0.547, -2.019, 1.395], [-2.686, 1.070, 2.858], [-0.344, -0.612, -0.493], [1.106, 2.161, 0.717], [1.085, 2.800, -0.217], [0.410, -3.912, -0.637], [-3.607, -0.897, 0.329], [0.061, 1.690, -0.212], [0.418, 0.679, 1.524]]}